No. 1
{
  "formula": "C4H5FN2",
  "method": "ωB97M-V/def2-TZVPD",
  "charge": 0,
  "gap_ev": [7.933, 7.932],
  "homo_energy_ha": [-0.3014, -0.3014],
  "lumo_energy_ev": [-0.27, -0.27],
  "de_lowest_kcal_mol": 144.07,
  "species": ["H", "H", "H", "N", "C", "H", "F", "N", "C", "H", "C", "C"],
  "coordinates": [[1.672, 1.573, 0.725], [-1.614, -0.088, -0.848], [-1.616, 0.218, 0.880], [1.671, -0.409, 0.481], [1.285, 0.723, 0.112], [0.002, 0.806, -1.758], [-1.154, -2.296, 1.021], [1.577, -1.561, 0.392], [0.047, 0.877, -0.638], [-0.326, 1.889, -0.416], [-0.560, -1.559, 0.045], [-0.985, -0.173, 0.004]],
  "nbo_charge": [0.214, 0.296, 0.217, -0.010, -0.196, 0.223, -0.346, -0.009, -0.400, 0.234, 0.413, -0.637]
}



No. 2
{
  "formula": "C4H5FN2",
  "method": "ωB97M-V/def2-TZVPD",
  "charge": 0,
  "gap_ev": 10.213,
  "homo_energy_ha": -0.3508,
  "smiles": "Cn1cncc1F",
  "lumo_energy_ev": 0.67,
  "de_lowest_kcal_mol": 54.29,
  "species": ["N", "H", "H", "H", "C", "C", "H", "N", "F", "H", "C", "C"],
  "coordinates": [[-0.311, 0.063, -0.136], [1.562, -0.798, 0.530], [-3.242, 0.843, 0.682], [1.353, -0.616, -1.196], [-0.431, 1.331, -0.655], [-1.544, -0.270, 0.300], [0.481, 1.673, -1.083], [-1.648, 1.818, -0.418], [-1.801, -1.794, 0.844], [0.477, -1.838, -0.407], [-2.372, 0.758, 0.167], [0.776, -0.860, -0.353]],
  "nbo_charge": [-0.385, 0.201, 0.220, 0.212, 0.176, 0.527, 0.199, -0.416, -0.391, 0.231, -0.176, -0.397]
}



No. 3
{
  "formula": "C4H5FO",
  "method": "ωB97M-V/def2-TZVPD",
  "charge": 0,
  "gap_ev": 10.968,
  "homo_energy_ha": -0.3603,
  "smiles": "C=C[C@@H]1O[C@H]1F",
  "lumo_energy_ev": 1.16,
  "de_lowest_kcal_mol": 34.71,
  "species": ["F", "C", "H", "O", "H", "C", "H", "H", "C", "H", "C"],
  "coordinates": [[-1.686, 0.873, -1.973], [0.434, -0.966, 0.462], [-1.490, 1.141, 0.065], [0.382, 1.025, -0.958], [0.465, 0.906, 1.512], [-1.015, 0.763, -0.808], [0.033, -0.815, -1.834], [1.435, -0.477, 2.254], [-0.008, -0.296, -0.822], [0.717, -1.971, 0.601], [0.734, -0.184, 1.502]],
  "nbo_charge": [-0.334, -0.239, 0.172, -0.471, 0.193, 0.419, 0.206, 0.204, -0.003, 0.215, -0.361]
}



No. 4
{
  "formula": "C4H5FO2",
  "method": "ωB97M-V/def2-TZVPD",
  "charge": 0,
  "gap_ev": 9.115,
  "homo_energy_ha": -0.3495,
  "smiles": "CC(=O)C(=O)CF",
  "lumo_energy_ev": -0.39,
  "de_lowest_kcal_mol": 56.55,
  "species": ["O", "C", "H", "H", "H", "C", "H", "C", "H", "O", "C", "F"],
  "coordinates": [[0.659, -1.607, -0.225], [-1.954, -0.490, 0.078], [-1.601, -0.823, 1.179], [1.635, 1.146, 0.826], [2.810, -0.188, 0.382], [0.705, -0.361, -0.179], [2.250, 1.204, -0.969], [-0.715, 0.546, -0.143], [-1.773, -1.532, -0.553], [-0.810, 1.715, -0.166], [2.035, 0.498, -0.050], [-3.242, -0.107, -0.179]],
  "nbo_charge": [-0.519, -0.065, 0.190, 0.238, 0.250, 0.501, 0.267, 0.482, 0.210, -0.487, -0.734, -0.332]
}



No. 5
{
  "formula": "C4H5FO2",
  "method": "ωB97M-V/def2-TZVPD",
  "charge": 0,
  "gap_ev": 10.676,
  "homo_energy_ha": -0.3555,
  "smiles": "FC1[C@@H]2OCO[C@@H]12",
  "lumo_energy_ev": 1.00,
  "de_lowest_kcal_mol": 150.41,
  "species": ["O", "H", "C", "H", "C", "H", "F", "C", "H", "H", "C", "O"],
  "coordinates": [[-0.980, 1.183, -0.039], [0.314, 0.022, -1.225], [-1.575, -0.090, -0.327], [2.200, 0.514, 1.179], [0.358, -0.590, 0.585], [0.112, -0.401, 1.568], [2.578, -0.042, -0.632], [1.713, 0.148, 0.333], [-2.371, -0.206, 0.385], [-2.081, -0.015, -1.358], [0.383, 0.649, -0.196], [-0.652, -1.173, -0.274]],
  "nbo_charge": [-0.495, 0.198, 0.187, 0.193, -0.040, 0.190, -0.305, 0.270, 0.165, 0.167, -0.031, -0.497]
}



No. 6
{
  "formula": "C4H5FO4Zr",
  "method": "ωB97M-V/def2-TZVPD",
  "charge": 4,
  "gap_ev": 2.567,
  "homo_energy_ha": -0.9297,
  "lumo_energy_ev": -22.73,
  "species": ["O", "H", "H", "H", "O", "H", "F", "C", "Zr", "O", "C", "O", "C", "H", "C"],
  "coordinates": [[2.976, 0.146, -0.640], [-0.028, 0.992, -0.554], [-2.159, 1.388, 0.242], [-0.055, 0.264, 1.134], [2.389, -0.879, 1.348], [-3.397, 0.817, 1.167], [3.245, 1.357, 0.037], [-2.836, 0.473, 0.240], [2.505, -0.666, -2.510], [-2.256, -0.790, 0.840], [2.103, -0.614, 0.278], [0.846, -0.971, -0.318], [-1.555, -0.505, -0.208], [-1.680, -1.104, -1.116], [-0.098, 0.090, 0.059]],
  "nbo_charge": [-0.374, 0.256, 0.402, 0.289, -0.228, 0.452, 0.056, 0.210, 2.185, -0.075, 0.892, -0.555, 0.345, 0.300, -0.156]
}



No. 7
{
  "formula": "C4H5FS2",
  "method": "ωB97M-V/def2-TZVPD",
  "charge": 0,
  "gap_ev": 6.775,
  "homo_energy_ha": -0.2948,
  "lumo_energy_ev": -1.25,
  "de_lowest_kcal_mol": 103.32,
  "species": ["H", "C", "H", "C", "S", "F", "H", "C", "H", "S", "H", "C"],
  "coordinates": [[0.919, 2.006, 1.973], [0.396, 1.256, 1.252], [1.598, -0.058, -2.094], [-0.789, -0.211, -1.121], [0.741, -1.342, -1.964], [0.231, 1.963, 0.107], [0.144, -0.651, 2.432], [0.120, 0.031, 1.429], [-1.790, -0.872, -1.186], [-0.299, -2.488, 0.320], [-0.773, 1.076, -1.398], [-0.498, -0.711, 0.251]],
  "nbo_charge": [0.191, 0.276, 0.130, -0.579, -0.064, -0.336, 0.293, -0.388, 0.284, -0.073, 0.297, -0.030]
}



No. 8
{
  "formula": "C4H5HgMgO7",
  "method": "ωB97M-V/def2-TZVPD",
  "spin_multiplicity": 3,
  "charge": -1,
  "gap_ev": [4.205, 3.103],
  "s_squared": 2.019,
  "homo_energy_ha": [-0.0775, -0.1701],
  "lumo_energy_ev": [2.10, -1.53],
  "species": ["O", "O", "H", "C", "O", "O", "O", "Mg", "H", "Hg", "H", "H", "O", "H", "C", "O", "C", "C"],
  "coordinates": [[-1.966, 0.555, -0.142], [-3.446, 2.233, -1.572], [0.659, 0.456, -0.946], [2.302, -1.328, 0.376], [3.052, -1.785, 1.277], [1.339, -0.488, 0.775], [2.448, -1.607, -0.841], [-4.007, 1.367, 0.299], [-0.500, 1.588, 0.848], [4.640, -3.302, -0.238], [-0.911, 0.066, 1.624], [-0.121, -1.103, -0.571], [-2.772, 3.080, 0.288], [-1.251, 3.091, -2.332], [-2.450, 2.716, -0.907], [-1.587, 3.550, -1.554], [-0.818, 0.549, 0.630], [0.282, -0.178, -0.131]],
  "nbo_charge": [-1.004, -0.888, 0.171, 0.937, -0.492, -0.513, -0.758, 0.947, 0.141, 0.435, 0.122, 0.186, -0.883, 0.479, 0.964, -0.704, -0.065, -0.073]
}



No. 9
{
  "formula": "C4H5HgO6",
  "method": "ωB97M-V/def2-TZVPD",
  "spin_multiplicity": 2,
  "charge": 0,
  "gap_ev": [8.402, 7.586],
  "s_squared": 0.753,
  "homo_energy_ha": [-0.2894, -0.3267],
  "lumo_energy_ev": [0.53, -1.30],
  "de_lowest_kcal_mol": 125.96,
  "species": ["H", "H", "O", "C", "O", "O", "O", "C", "C", "H", "C", "O", "O", "H", "Hg", "H"],
  "coordinates": [[3.149, -0.928, 1.011], [1.205, -0.795, -0.629], [4.262, 2.499, 2.593], [1.391, 0.090, -0.011], [0.984, -0.574, 1.511], [5.045, 0.511, 1.886], [-0.953, 0.573, 1.318], [4.146, 1.302, 2.036], [-0.258, -0.301, 1.898], [5.185, 2.656, 2.832], [2.620, 0.009, 0.825], [-0.734, -1.000, 2.831], [2.914, 1.186, 1.558], [2.837, 0.315, -0.455], [-2.496, -0.107, 2.410], [1.012, 1.109, -0.139]],
  "nbo_charge": [0.259, 0.252, -0.662, -0.130, -0.618, -0.625, -0.837, 0.985, 0.941, 0.507, 0.048, -0.800, -0.495, 0.093, 0.814, 0.270]
}



No. 10
{
  "formula": "C4H5I",
  "method": "ωB97M-V/def2-TZVPD",
  "charge": 0,
  "gap_ev": 9.868,
  "homo_energy_ha": -0.3521,
  "lumo_energy_ev": 0.29,
  "de_lowest_kcal_mol": 60.56,
  "species": ["C", "H", "I", "C", "H", "H", "C", "H", "C", "H"],
  "coordinates": [[0.344, 0.545, 1.314], [-0.528, -1.280, -2.007], [0.212, 2.014, -1.505], [0.523, 0.875, 2.457], [-1.722, -0.673, -0.984], [-0.366, -1.877, -0.424], [0.359, 0.100, -0.609], [0.476, 1.476, 3.307], [-0.639, -0.954, -0.971], [1.341, -0.225, -0.578]],
  "nbo_charge": [-0.053, 0.235, 0.174, -0.340, 0.241, 0.240, -0.242, 0.230, -0.687, 0.202]
}



No. 11
{
  "formula": "C4H5I",
  "method": "ωB97M-V/def2-TZVPD",
  "spin_multiplicity": 3,
  "charge": 0,
  "gap_ev": [5.569, 7.748],
  "s_squared": 2.018,
  "homo_energy_ha": [-0.1804, -0.3321],
  "lumo_energy_ev": [0.66, -1.29],
  "de_lowest_kcal_mol": 70.09,
  "species": ["H", "I", "H", "C", "H", "C", "H", "C", "H", "C"],
  "coordinates": [[-1.652, -0.923, 1.556], [2.022, -0.390, 0.316], [1.001, 1.998, 0.961], [-1.192, -0.836, 0.600], [1.356, 1.938, -0.787], [0.975, 1.386, 0.068], [0.009, -2.236, -0.710], [-0.995, -0.124, -0.514], [-1.403, 0.483, -1.279], [-0.122, -1.296, -0.210]],
  "nbo_charge": [0.226, 0.251, 0.175, -0.216, 0.175, -0.513, 0.191, -0.167, 0.238, -0.361]
}



No. 12
{
  "formula": "C4H5IN2",
  "method": "ωB97M-V/def2-TZVPD",
  "charge": 0,
  "gap_ev": [6.908, 7.884],
  "homo_energy_ha": [-0.2920, -0.3052],
  "lumo_energy_ev": [-1.04, -0.42],
  "de_lowest_kcal_mol": 140.55,
  "species": ["C", "H", "H", "H", "H", "N", "N", "C", "C", "H", "C", "I"],
  "coordinates": [[-1.199, 0.293, 0.573], [-1.165, -2.029, 0.841], [1.591, -1.965, 0.100], [-1.306, 1.619, -1.362], [-0.600, 0.810, 1.428], [1.603, 0.851, -0.151], [0.589, 1.167, -0.892], [-0.600, -1.123, 0.546], [-0.666, 1.024, -0.642], [-2.237, 0.315, 0.530], [0.621, -1.444, 0.337], [3.369, 0.481, -1.308]],
  "nbo_charge": [-0.505, 0.243, 0.257, 0.206, 0.263, -0.314, -0.276, -0.314, 0.056, 0.238, -0.049, 0.195]
}



No. 13
{
  "formula": "C4H5IN2O",
  "method": "ωB97M-V/def2-TZVPD",
  "charge": 0,
  "gap_ev": [7.253, 7.230],
  "homo_energy_ha": [-0.3146, -0.3132],
  "lumo_energy_ev": [-1.31, -1.29],
  "de_lowest_kcal_mol": 100.28,
  "species": ["N", "O", "H", "C", "H", "N", "C", "H", "C", "C", "H", "I", "H"],
  "coordinates": [[-0.909, -2.224, -0.282], [0.281, -0.316, 0.031], [-1.508, -2.737, -0.851], [-1.965, 0.000, -0.240], [2.408, 1.688, -0.572], [-0.389, 1.949, 0.199], [0.474, 1.056, 0.135], [2.073, 2.122, 0.905], [-0.953, -0.809, -0.210], [1.989, 1.315, 0.319], [0.049, -2.457, -0.392], [-3.982, -0.044, 0.139], [2.430, 0.458, 0.819]],
  "nbo_charge": [-0.800, -0.500, 0.392, -0.217, 0.234, -0.346, 0.439, 0.226, 0.311, -0.651, 0.389, 0.293, 0.230]
}



No. 14
{
  "formula": "C4H5INO2",
  "method": "ωB97M-V/def2-TZVPD",
  "charge": -1,
  "gap_ev": 5.817,
  "homo_energy_ha": -0.1207,
  "lumo_energy_ev": 2.53,
  "de_lowest_kcal_mol": 9.64,
  "species": ["H", "H", "N", "C", "H", "C", "H", "I", "O", "C", "O", "C", "H"],
  "coordinates": [[0.508, -0.716, 1.539], [-2.677, 0.564, -0.663], [-2.330, 0.086, 0.168], [-0.137, -1.112, 0.769], [-0.407, -2.149, 0.923], [0.091, -0.622, -0.658], [0.899, 0.078, -0.816], [6.540, -0.856, 0.294], [-0.005, 2.038, 0.992], [-1.112, -0.245, 0.120], [-0.873, 2.239, -1.122], [-0.468, 2.011, -0.066], [-0.029, -1.315, -1.481]],
  "nbo_charge": [0.250, 0.343, -0.599, -0.471, 0.228, -0.485, 0.242, -1.000, -0.508, 0.277, -0.533, 1.021, 0.235]
}



No. 15
{
  "formula": "C4H5InLiO7",
  "method": "ωB97M-V/def2-TZVPD",
  "charge": 1,
  "gap_ev": [3.828, 3.118],
  "homo_energy_ha": [-0.4057, -0.4191],
  "lumo_energy_ev": [-7.21, -8.29],
  "de_lowest_kcal_mol": 4.44,
  "species": ["C", "C", "O", "H", "Li", "O", "H", "H", "O", "O", "H", "O", "H", "O", "C", "In", "O", "C"],
  "coordinates": [[-4.374, 0.717, 0.319], [3.149, 0.020, 0.355], [-1.081, -1.150, -1.021], [0.852, -1.813, -1.366], [-2.588, -0.638, -0.222], [3.296, 1.264, 0.574], [0.177, -2.271, 0.203], [0.158, 0.186, 0.852], [-4.255, 0.385, -0.885], [-3.699, 0.238, 1.258], [-5.259, 2.394, 0.347], [4.091, -0.622, -0.207], [1.012, 0.536, -0.682], [-5.424, 1.501, 0.672], [0.167, -1.459, -0.561], [4.925, 1.053, -0.247], [2.066, -0.624, 0.682], [0.815, -0.234, 0.077]],
  "lowdin_charge": [-0.838, -0.690, -0.009, 0.156, 0.733, -0.012, 0.182, 0.157, -0.057, -0.069, 0.115, 0.001, 0.153, 0.095, -0.236, 1.306, 0.100, -0.086]
}



No. 16
{
  "formula": "C4H5KMgO5",
  "method": "ωB97M-V/def2-TZVPD",
  "spin_multiplicity": 2,
  "charge": 3,
  "gap_ev": [1.791, 9.319],
  "s_squared": 0.752,
  "homo_energy_ha": [-0.5697, -0.7759],
  "lumo_energy_ev": [-13.71, -11.80],
  "de_lowest_kcal_mol": 0.00,
  "species": ["C", "K", "O", "Mg", "C", "H", "H", "C", "H", "O", "O", "O", "C", "H", "O", "H"],
  "coordinates": [[-0.478, 4.463, 1.886], [-0.980, -6.235, -2.655], [0.914, -2.213, -2.702], [2.043, -1.037, -3.673], [0.025, -0.097, 1.144], [0.227, -0.309, 2.200], [0.855, 0.550, 0.807], [0.140, -1.310, 0.351], [-0.565, 6.331, 2.129], [-0.421, -3.415, -1.381], [-0.648, 3.428, 1.313], [-0.779, 5.651, 1.471], [0.172, -2.421, -1.735], [0.553, -2.234, 0.768], [0.026, -1.233, -0.920], [-1.085, 0.081, 0.997]],
  "nbo_charge": [0.991, 0.999, -0.917, 1.249, -0.752, 0.289, 0.303, 0.595, 0.568, -0.613, -0.307, -0.520, 0.996, 0.232, -0.424, 0.310]
}



No. 17
{
  "formula": "C4H5KO6",
  "method": "ωB97M-V/def2-TZVPD",
  "charge": 0,
  "gap_ev": 7.084,
  "homo_energy_ha": -0.2999,
  "lumo_energy_ev": -1.08,
  "de_lowest_kcal_mol": 20.64,
  "species": ["K", "H", "O", "H", "O", "O", "C", "H", "C", "H", "O", "C", "C", "O", "O", "H"],
  "coordinates": [[-0.749, -1.365, -5.973], [-1.129, 2.470, 0.061], [-1.178, 1.190, -1.995], [-1.862, -0.340, -0.795], [0.337, 3.593, 4.263], [-2.008, -0.483, -3.267], [-1.970, 0.749, -0.895], [-3.031, 0.995, -1.051], [-1.458, 1.455, 0.340], [-0.021, 0.148, 0.295], [-0.599, 0.988, -4.126], [0.871, 2.600, 4.542], [-1.319, 0.561, -3.194], [-0.405, 0.749, 0.963], [1.495, 1.726, 4.985], [-2.277, 1.521, 1.067]],
  "nbo_charge": [0.985, 0.178, -0.549, 0.189, -0.513, -0.846, -0.095, 0.183, -0.082, 0.468, -0.830, 1.027, 0.957, -0.725, -0.514, 0.167]
}



No. 18
{
  "formula": "C4H5LiMgO5",
  "method": "ωB97M-V/def2-TZVPD",
  "spin_multiplicity": 2,
  "charge": 3,
  "gap_ev": [5.356, 6.057],
  "s_squared": 0.753,
  "homo_energy_ha": [-0.7296, -0.7554],
  "lumo_energy_ev": [-14.50, -14.50],
  "de_lowest_kcal_mol": 0.00,
  "species": ["H", "C", "H", "Mg", "H", "H", "O", "O", "O", "O", "O", "C", "Li", "H", "C", "C"],
  "coordinates": [[1.433, 1.112, 3.240], [1.980, 0.239, -1.560], [1.960, -0.169, -3.398], [-1.393, 4.795, 1.738], [0.455, 0.317, 1.015], [2.793, 1.301, 1.608], [0.025, 4.424, 2.946], [1.775, 0.991, -0.623], [1.786, 3.601, 3.959], [1.065, 2.714, 2.001], [2.042, 0.579, -2.779], [1.654, 1.512, 2.245], [1.076, 4.986, 5.118], [1.999, -0.416, 1.351], [1.031, 3.650, 3.000], [1.523, 0.546, 1.139]],
  "nbo_charge": [0.305, 0.887, 0.571, 1.939, 0.220, 0.276, -1.033, -0.506, -0.672, -0.530, -0.567, -0.117, 0.985, 0.283, 1.006, -0.047]
}



No. 19
{
  "formula": "C4H5LiO2Pt",
  "method": "ωB97M-V/def2-TZVPD",
  "spin_multiplicity": 3,
  "charge": 2,
  "gap_ev": [7.004, 7.315],
  "s_squared": 2.010,
  "homo_energy_ha": [-0.6149, -0.6927],
  "lumo_energy_ev": [-9.73, -11.53],
  "de_lowest_kcal_mol": 0.00,
  "species": ["H", "H", "H", "O", "C", "C", "C", "Pt", "O", "H", "Li", "C", "H"],
  "coordinates": [[0.064, -3.043, -0.427], [-2.880, -2.172, 0.064], [-0.827, -3.217, 1.066], [-0.825, -1.036, -1.949], [-2.000, -1.475, -1.720], [-2.047, -2.467, -0.594], [-0.221, -1.252, 0.626], [-1.961, 0.053, -2.704], [-0.927, -0.490, 1.272], [-2.327, -3.425, -1.058], [-0.677, 1.291, 1.821], [-0.733, -2.578, 0.173], [0.524, -0.497, 0.013]],
  "nbo_charge": [0.271, 0.296, 0.308, -0.520, 0.357, -0.527, 0.501, 1.072, -0.697, 0.328, 0.989, -0.549, 0.171]
}